170
Properties=species:S:1:pos:R:3:forces:R:3 method="wB97M-V/def2-TZVPD" largest_force_ev_per_a=3.41 multiplicity=1 total_energy_ev=-85945.9378 total_charge=0
C 1.42760 21.16581 8.17734 -1.02 -0.74 -0.68
C 1.83086 19.71117 7.74737 1.54 1.50 1.13
C 1.08708 19.33978 6.48904 0.21 -1.41 -0.67
C 3.41177 19.88172 7.58688 -2.07 0.49 -1.66
C 4.08427 18.60065 7.42833 2.23 -0.25 0.19
C 3.94346 17.83934 8.67607 -1.12 -1.70 -0.13
C 2.45281 17.51615 8.91026 -0.70 -0.57 2.49
C 2.03508 16.34452 8.03219 -0.43 0.48 0.21
C 2.39169 17.01632 10.40860 0.99 1.12 -0.47
N 1.59342 18.72991 8.88399 2.14 1.79 -1.20
O 0.21838 18.51085 9.09013 0.05 -0.48 -0.40
H 1.42807 21.84834 7.32749 0.71 -0.12 -0.36
H 0.35365 21.20068 8.36043 -0.11 -0.10 0.89
H 2.05306 21.59527 8.95994 -0.34 -0.24 0.18
H 0.01494 19.48367 6.62301 0.07 -0.01 -0.22
H 1.43417 19.69432 5.51852 0.03 1.25 0.31
H 1.27676 18.29011 6.26464 -0.46 -0.44 0.50
H 3.60282 20.28368 6.59188 -0.48 1.26 0.13
H 3.79173 20.54414 8.36465 0.14 -0.29 0.01
H 3.79480 18.11974 6.49397 -0.40 -0.39 0.24
H 5.15833 18.74611 7.31287 0.26 0.31 -0.32
H 4.44540 18.31150 9.52059 -0.26 0.29 -0.01
H 4.42071 16.87154 8.52210 0.09 -0.24 0.38
H 2.57637 15.46727 8.38651 -0.08 -0.10 -0.23
H 2.22601 16.52034 6.97353 -0.09 -0.18 0.01
H 0.97111 16.22289 8.23534 -0.09 -0.35 -0.41
H 2.79550 17.85453 10.97645 -0.19 0.19 0.22
H 3.17553 16.26701 10.51932 -0.45 -0.58 0.12
H 1.43160 16.78085 10.86782 0.00 -0.37 -0.53
H 0.00658 19.23004 9.68973 -0.18 -0.10 0.30
C 1.93801 6.67559 16.38268 0.06 1.72 0.69
O 2.30653 7.80184 15.57334 -0.97 0.30 -1.14
C 3.32203 8.72126 15.98370 1.13 -0.94 -0.54
C 3.90710 9.63435 14.82241 -0.14 -1.87 2.10
N 2.87801 10.47037 14.16956 2.44 -1.00 1.86
C 3.59527 11.21153 13.14051 -1.68 -0.45 -1.76
C 3.67362 10.36082 11.85447 1.97 -0.98 0.58
O 4.98601 9.62235 11.93664 -0.62 1.32 -0.26
C 5.26045 8.87298 10.76619 -0.99 0.19 0.13
H 1.21151 6.06141 15.85062 0.36 0.12 -0.24
H 1.44239 7.07730 17.26647 -0.30 -0.11 0.25
H 2.76734 6.09408 16.78536 0.41 -0.13 -0.49
H 4.07128 7.98917 16.28496 1.03 0.63 0.30
H 3.12010 9.36354 16.84091 -0.82 -0.10 0.12
H 4.53561 9.00500 14.19233 -0.78 -0.42 -0.90
H 4.75705 10.14903 15.27050 -0.54 1.01 0.53
H 2.33552 9.70159 13.80242 -0.74 0.53 -0.76
H 4.61335 11.53057 13.36371 -0.11 -0.28 0.56
H 3.00787 12.11716 12.98916 0.10 0.14 -0.50
H 3.52419 10.96667 10.96076 0.63 -0.04 -0.32
H 2.97270 9.52704 11.81419 -0.61 0.31 0.16
H 6.13754 8.23064 10.84495 0.18 0.44 0.41
H 5.34795 9.56360 9.92744 0.12 -0.22 -0.32
H 4.41721 8.19815 10.61905 -0.16 -0.16 -0.48
C -6.62066 6.20984 3.57304 0.74 0.75 1.41
O -5.44910 6.63544 4.31074 1.13 -0.56 -1.03
C -4.35834 6.95431 3.38781 0.01 0.11 0.98
C -3.14468 7.60080 4.15652 -0.49 -0.94 0.29
N -3.50479 8.81008 4.88197 0.03 0.49 -1.21
C -3.57743 9.96185 3.92744 0.54 -2.11 1.48
C -3.90613 11.18440 4.71603 1.35 0.95 -0.91
O -2.99799 12.14067 4.15101 0.11 1.31 0.52
C -2.38651 13.08395 5.06141 -1.07 -0.24 -1.17
H -7.26687 5.69659 4.28514 0.08 -0.07 -0.04
H -6.35639 5.52602 2.76641 -0.14 0.25 -0.22
H -7.11021 7.14691 3.30778 -0.31 -0.29 -0.82
H -4.79195 7.60228 2.62608 0.22 0.75 0.08
H -4.05079 6.11002 2.77081 0.14 -0.63 0.47
H -2.25768 7.67835 3.52778 -0.41 0.97 -0.84
H -2.60748 7.00713 4.89616 -1.06 -1.16 0.29
H -4.43310 8.65015 5.24634 -0.20 -0.16 0.31
H -4.26891 9.75489 3.11066 0.05 0.20 -0.22
H -2.53857 10.00302 3.60010 -0.30 0.49 -0.52
H -3.62720 11.06759 5.76324 -0.50 -0.26 0.14
H -4.94633 11.45241 4.53100 -0.09 0.44 0.48
H -1.98121 13.86633 4.41976 0.35 -0.17 0.08
H -1.61109 12.60843 5.66200 -0.04 0.04 0.14
H -3.15057 13.58725 5.65387 0.02 -0.18 0.42
C -1.40888 20.47447 13.26851 -0.73 -0.67 0.27
O -0.53694 19.36641 13.53959 -1.03 -0.30 -1.23
C -0.80492 18.68036 14.78164 1.32 2.00 0.53
C 0.18602 19.38312 15.78441 0.08 -2.33 -0.17
N 1.46362 18.60660 15.90002 -1.06 1.20 2.04
C 2.50517 19.37948 16.72551 -1.71 0.02 -2.45
C 3.72105 18.53514 16.94754 -0.29 0.04 0.79
O 4.84523 19.38366 17.12709 -0.73 -0.71 -0.46
C 6.09397 18.72284 17.06325 -0.26 0.88 0.30
H -2.40178 20.19618 12.91527 -0.57 -0.93 0.88
H -1.24226 21.06576 12.36810 1.77 0.11 0.27
H -1.49770 21.07126 14.17629 -0.05 0.41 -0.23
H -0.65799 17.60202 14.72079 0.45 0.11 -0.42
H -1.81549 18.79183 15.17461 -0.28 0.38 -0.45
H -0.35404 19.37424 16.73117 0.50 0.35 0.42
H 0.38316 20.39037 15.41742 -0.25 0.22 0.13
H 1.68959 18.23597 14.98807 0.85 0.46 0.03
H 2.02887 19.80390 17.60932 -0.15 -0.76 0.33
H 2.73974 20.29748 16.18667 0.60 0.07 -0.35
H 3.78140 17.81296 16.13336 0.60 0.20 -0.47
H 3.52677 17.91101 17.81980 0.29 -0.11 0.40
H 6.35676 18.29699 18.03159 0.06 -0.22 0.07
H 6.75840 19.56018 16.84995 0.50 -0.47 -0.14
H 6.11234 17.95238 16.29244 0.11 0.04 -0.13
C -0.46727 24.01192 0.07653 -1.11 -0.18 -0.51
O -0.42662 22.92309 0.97924 1.24 -1.84 -0.46
C -0.68149 21.58185 0.39023 -1.33 2.08 -0.17
C -2.17708 21.54415 0.01932 -0.04 -1.49 1.32
N -3.04400 21.25672 1.20360 0.46 -0.45 -0.74
C -2.97190 19.94339 1.92221 0.62 1.98 -0.22
C -4.09596 19.89451 2.96006 0.34 -2.20 -1.73
O -3.96050 20.80701 3.97620 -0.08 0.98 1.05
C -5.14512 21.04034 4.72696 -0.74 0.38 -0.46
H -0.16420 23.88361 -0.96260 0.86 -0.91 -0.02
H 0.11103 24.85622 0.45181 -0.36 -0.12 0.34
H -1.52255 24.21622 -0.10441 -0.13 0.96 0.43
H -0.49589 20.79986 1.12652 0.32 0.40 0.19
H -0.11612 21.36809 -0.51683 0.56 0.43 0.07
H -2.25594 20.75657 -0.73008 -0.62 0.18 -0.28
H -2.56768 22.51746 -0.27767 0.39 -0.25 -0.74
H -2.67976 21.98585 1.80009 -0.54 -0.04 0.96
H -1.99359 19.80707 2.38313 0.15 0.26 0.78
H -2.93734 19.06477 1.27807 -0.97 0.21 -0.52
H -4.02730 18.84447 3.24435 0.00 -0.35 1.21
H -5.06410 19.87172 2.45978 -0.21 0.90 -0.20
H -4.99832 21.59752 5.65221 0.89 -0.73 0.26
H -5.73654 20.13333 4.85212 0.28 -0.24 0.45
H -5.84399 21.73747 4.26471 0.06 0.05 -1.00
C 5.10381 22.78766 1.91397 0.27 0.89 0.68
O 5.72217 24.02405 2.42583 -0.22 -1.52 -0.14
C 6.98791 23.78698 3.10741 -1.27 1.33 -0.30
C 7.26943 25.06581 3.99141 -1.50 -2.11 1.74
N 6.36771 25.06145 5.19865 -1.23 1.10 -1.26
C 6.59813 24.17031 6.29037 0.00 -0.79 -0.53
C 5.73664 24.63819 7.51058 1.66 -1.76 -0.92
O 6.14919 25.96627 7.69270 -1.37 0.84 1.61
C 5.74950 26.55590 8.94899 0.28 0.64 -0.09
H 4.23509 22.44318 2.47498 -0.21 0.63 0.58
H 5.76621 21.92752 2.01129 0.43 0.18 -0.62
H 4.71767 22.96772 0.91068 0.54 -0.06 -0.13
H 7.75782 23.65596 2.34704 0.27 0.09 0.01
H 6.87081 22.83913 3.63273 0.36 0.20 0.60
H 7.02630 25.95729 3.41326 0.39 -0.10 0.03
H 8.27593 25.00585 4.40548 0.59 0.29 -0.63
H 6.30657 25.93981 5.69348 0.21 0.71 -0.99
H 7.67859 24.17539 6.43408 0.37 -0.14 1.16
H 6.37148 23.16032 5.94884 -0.35 -0.31 0.46
H 5.92524 23.98061 8.35917 0.82 0.20 0.47
H 4.68991 24.37022 7.36686 -0.52 1.15 -0.64
H 4.68858 26.61672 9.19162 -0.37 -1.02 -0.45
H 5.95363 27.62643 8.96883 0.71 -0.03 -0.59
H 6.29820 26.13205 9.79005 -0.04 -0.35 -0.06
O 1.99717 8.98433 6.93269 1.28 -1.45 0.50
C 1.11507 10.04704 6.80850 -0.21 -0.58 -1.17
C -0.05083 9.72130 7.73890 0.62 3.31 0.55
O -0.60143 8.45822 7.59641 0.38 -0.50 0.23
H 1.43399 8.20841 6.88396 0.17 -0.51 0.02
H 1.73700 10.90103 7.07687 -0.77 0.50 0.14
H 0.90859 10.03821 5.73827 -0.78 0.85 -0.21
H -0.77829 10.52630 7.84316 -0.66 -0.01 -1.00
H 0.45831 9.99971 8.66159 -0.04 -1.67 1.02
H -1.44533 8.52504 7.14366 -0.11 0.11 -0.19
O 2.90266 26.59025 3.51312 -1.12 0.41 0.93
C 1.90073 26.07382 4.45225 0.69 0.82 0.51
C 0.66636 26.99719 4.58719 1.29 -0.72 -2.45
O 0.05047 26.94828 3.31628 -1.27 0.02 -0.86
H 3.65930 26.01441 3.64540 0.36 -0.08 -0.14
H 1.70227 25.09492 4.01583 -0.84 -0.24 0.70
H 2.31257 26.01773 5.45989 0.42 -0.43 0.02
H 0.98343 28.03869 4.64068 0.20 -0.02 1.02
H -0.07599 26.68525 5.32185 0.43 0.02 0.34
H 0.58453 26.40260 2.73439 -0.02 0.12 -0.06